Molecular formula: CH7NOP4
Method: DFT, ωB97M-V with the def2-TZVPD basis set

Output
orbital gap: 7.9 eV
calculated total energy: -41840.8459 eV
HOMO level: -8.5 eV
E_LUMO: -0.623 eV
total charge: 0
SMILES string: P=P#[PH2].NC(=O)P

The geometry in XYZ format:
```
14
CH7NOP4 | OMol25 | ωB97M-V with the def2-TZVPD basis set
P -2.89416 -2.21095 -0.40963
P -1.66743 -0.83074 -1.18429
P -3.09854 0.72739 -1.82882
H -1.99942 -3.14568 -0.31453
H -2.31144 0.98050 -2.90480
H -3.90637 -0.29447 -2.44857
N 2.37960 -0.84585 1.88262
C 1.05508 -0.62255 1.49642
O 0.24733 -1.53133 1.31403
P 0.46094 1.20459 1.33419
H 2.51612 -1.76806 2.12306
H 3.10201 -0.27110 1.60448
H 1.34687 1.81621 0.42145
H -0.58316 1.06152 0.38393
```

These are the natural (NBO) partial charges, in e, on atoms 1 to 2: P 0.022; P 0.032

---

Molecular formula: C15H18N6O3S
Method: DFT, ωB97M-V with the def2-TZVPD basis set

Output
orbital gap: 8.7 eV
calculated total energy: -41763.4372 eV
HOMO level: -8.3 eV
E_LUMO: 0.406 eV
total charge: 0
SMILES string: CCCn1c(SCC(=O)Nc2nonc2C)nnc1-c1ccoc1C

The geometry in XYZ format:
```
43
C15H18N6O3S | OMol25 | ωB97M-V with the def2-TZVPD basis set
C -2.37595 -1.35390 2.79431
C -1.89799 -2.52224 1.94118
C -2.31710 -2.39572 0.47292
N -1.73064 -1.23914 -0.15047
C -0.43860 -1.18057 -0.58032
S 0.65983 -2.52698 -0.51374
C 1.92561 -1.95114 -1.69392
C 3.00445 -1.09346 -1.04528
O 4.15254 -1.46548 -0.97318
N 2.53233 0.09926 -0.60298
C 3.26096 1.08458 0.02194
N 2.92174 2.34395 -0.09834
O 3.78064 3.04800 0.65135
N 4.66591 2.24481 1.25794
C 4.39471 1.01839 0.91446
C 5.13110 -0.14466 1.44858
N -0.16364 0.00494 -1.06271
N -1.26838 0.74969 -0.95622
C -2.21513 0.02538 -0.40726
C -3.52780 0.55961 -0.16287
C -4.71282 -0.02382 0.37848
C -5.65064 0.95579 0.36838
O -5.14377 2.09602 -0.13365
C -3.86383 1.86785 -0.45776
C -3.06527 2.96908 -1.04080
H -2.02690 -1.47199 3.81674
H -3.46200 -1.30076 2.80827
H -1.99207 -0.41005 2.41253
H -2.30748 -3.45639 2.32812
H -0.80891 -2.59128 1.98733
H -3.39993 -2.33181 0.38154
H -1.96944 -3.27678 -0.07757
H 1.40824 -1.40346 -2.48067
H 2.38760 -2.85466 -2.09082
H 1.56758 0.36137 -0.87072
H 5.50158 -0.76074 0.63196
H 5.95397 0.20563 2.06443
H 4.46172 -0.75960 2.04975
H -4.87019 -1.02142 0.73034
H -6.67574 0.96489 0.67993
H -2.70578 2.68888 -2.02870
H -3.67633 3.86500 -1.10696
H -2.18547 3.16024 -0.43010
```

These are the natural (NBO) partial charges, in e, on atoms 1 to 2: C -0.613; C -0.404